Computed, not measured: a cluster of 2 separate species, C9H14O in total in a non-equilibrium geometry, with wB97M-V/def2-TZVPD.

Geometry as XYZ:
```
24
Properties=species:S:1:pos:R:3:forces:R:3
C -0.2288 0.6286 -1.9571 1.28 1.34 -0.32
C -0.6890 -0.3228 -0.9221 -0.84 0.75 0.18
C -1.5225 0.0918 0.1261 -0.68 -1.72 0.45
C -2.1251 -0.8801 0.9542 0.51 1.16 -1.04
C -1.7388 -2.2038 0.8548 -1.36 -0.11 0.28
O -2.4425 -3.0929 1.6585 1.17 -0.44 -0.21
C -0.8584 -2.6018 -0.1312 -0.32 0.05 0.12
C -0.3957 -1.6680 -1.0565 0.63 -0.96 1.18
H 0.2337 1.5449 -1.5612 0.27 -0.47 0.47
H -0.9525 1.1394 -2.5997 -0.48 -0.96 -0.15
H 0.5464 0.1213 -2.5332 -0.16 0.30 -0.42
H -1.8380 1.1045 0.3365 0.22 0.24 -0.57
H -3.0025 -0.5646 1.4981 0.24 -0.23 0.70
H -1.9147 -3.9142 1.7048 -0.55 0.46 0.00
H -0.6467 -3.6612 -0.2175 0.25 0.04 -0.14
H 0.3489 -2.0785 -1.7288 -0.22 0.52 -0.56
C 2.1227 1.3606 1.0294 -0.21 0.28 0.42
C 2.2283 2.7330 0.3522 -0.38 -0.49 -0.22
H 2.7522 0.5756 0.6217 -0.06 0.01 -0.45
H 2.3996 1.4102 2.0858 0.00 0.15 -0.03
H 1.0770 1.0536 0.9986 0.09 -0.31 0.03
H 1.8804 3.4964 1.0449 0.33 0.22 -0.02
H 1.5543 2.7892 -0.5048 0.01 -0.07 -0.01
H 3.2117 2.9390 -0.0535 0.28 0.25 0.31
```
Positions in Å, forces in eV/Å.

Values from the calculation:
**Molecular weight**: 138.21 g mol⁻¹
**Kohn-Sham gap**: 9.364 eV
**Calculated total energy**: -426.54840 hartree
**Strongest force on any atom**: 1.9 eV Å⁻¹
**SMILES**: Cc1ccc(O)cc1.CC
**Relative energy (zero: lowest compared OMol25 entry of this formula, charge and spin)**: 15.3 kcal per mole

natural (NBO) atomic charge list, values in e, 6 entries: number 1, C, carries -0.63; number 2, C, carries -0.05; number 3, C, carries -0.19; number 4, C, carries -0.25; number 5, C, carries 0.28; number 6, O, carries -0.67

=====

Computed, not measured: a cluster of 2 separate species, C9H14O in total in a non-equilibrium geometry, with wB97M-V/def2-TZVPD.

Geometry as XYZ:
```
24
Properties=species:S:1:pos:R:3:forces:R:3
C -2.1378 0.2904 -1.4723 -2.49 -2.63 -0.23
C -0.7918 -0.3372 -1.1813 -2.20 -1.13 1.33
C -0.4962 -1.4159 -0.3026 1.53 1.21 0.50
C 0.7444 -1.5700 0.2921 2.23 4.28 -3.13
C 1.8494 -0.6292 -0.1906 -1.35 -1.91 -0.14
O 3.1582 -0.6791 0.2494 -0.07 -1.37 1.44
C 1.5785 0.1491 -1.3400 1.97 -0.28 0.83
C 0.2460 0.2674 -1.7338 3.59 0.73 -1.24
H -2.3198 1.2094 -0.9150 0.30 -0.07 0.15
H -3.0231 -0.4601 -1.1411 1.87 1.72 -0.92
H -2.2597 0.5412 -2.5599 0.08 -0.33 0.93
H -1.0724 -2.2557 -0.0970 -2.13 -0.74 0.38
H 0.9462 -2.3433 0.9553 0.44 -1.25 1.06
H 3.3578 -1.3855 0.9604 -1.03 1.67 -1.78
H 2.4388 0.6666 -1.9605 -1.88 -1.16 1.62
H 0.1931 0.7166 -2.6858 -0.89 1.32 -0.75
C -0.8728 1.7798 2.2111 -1.76 -3.87 3.99
C -2.3802 1.4494 2.2922 0.47 -2.90 2.39
H -0.4279 1.0399 3.0367 -0.57 1.41 -1.68
H -0.5300 1.3804 1.3154 1.23 0.41 -1.80
H -0.6954 2.6939 2.6581 0.96 2.32 -0.34
H -2.9918 1.7399 1.5088 -1.02 1.29 -1.57
H -2.8932 1.6814 3.2890 0.87 -0.09 -1.38
H -2.4258 0.3047 2.1916 -0.14 1.39 0.33
```
Positions in Å, forces in eV/Å.

Values from the calculation:
**Molecular weight**: 138.21 g mol⁻¹
**Kohn-Sham gap**: 8.920 eV
**Calculated total energy**: -426.47430 hartree
**Strongest force on any atom**: 5.8 eV Å⁻¹
**SMILES**: Cc1ccc(O)cc1.CC
**Relative energy (zero: lowest compared OMol25 entry of this formula, charge and spin)**: 61.8 kcal per mole

natural (NBO) atomic charge list, values in e, 6 entries: number 1, C, carries -0.62; number 2, C, carries -0.05; number 3, C, carries -0.20; number 4, C, carries -0.28; number 5, C, carries 0.32; number 6, O, carries -0.69

=====

Computed, not measured: a cluster of 2 separate species, C9H14O in total in a non-equilibrium geometry, with wB97M-V/def2-TZVPD.

Geometry as XYZ:
```
24
Properties=species:S:1:pos:R:3:forces:R:3
C -2.8843 -0.9550 -0.9753 -3.46 -1.04 1.56
C -2.1961 0.3291 -0.6998 1.81 1.16 -3.86
C -1.2897 0.4762 0.3154 0.94 -0.79 1.76
C -0.3648 1.5329 0.3554 -1.89 -0.87 0.65
C -0.3801 2.3876 -0.6941 2.98 0.59 -2.13
O 0.6884 3.2644 -0.7603 1.22 0.87 1.36
C -0.9824 2.1596 -1.9650 -3.44 -3.69 4.48
C -1.9687 1.1298 -1.9437 1.07 0.26 3.21
H -2.1381 -1.8004 -0.7978 -1.32 0.78 -0.99
H -3.5832 -0.9116 -1.9680 2.24 -0.54 2.26
H -3.6971 -1.0819 -0.1071 1.54 -0.10 -1.77
H -1.0943 -0.3366 1.0779 -0.85 0.91 -0.78
H 0.3192 1.6782 1.1968 -0.22 -0.14 -0.37
H 1.3188 3.1686 0.0318 -1.74 0.09 -1.75
H -0.6933 2.5941 -2.8178 1.08 1.93 -2.82
H -2.5175 0.6942 -2.7537 0.05 0.56 -0.80
C 3.4041 -1.7511 1.2252 -1.27 1.29 4.23
C 1.9717 -1.8283 1.8223 1.69 1.55 1.52
H 3.4427 -2.4702 0.5288 0.83 -2.76 -2.49
H 3.5512 -0.8152 0.7486 0.62 0.98 -0.04
H 4.0091 -1.9521 2.1546 0.33 0.30 -1.65
H 1.7406 -2.8564 1.8974 -0.90 -0.99 -0.04
H 1.3098 -1.2224 1.2382 -0.83 -0.05 -0.19
H 2.0338 -1.4335 2.8901 -0.48 -0.30 -1.36
```
Positions in Å, forces in eV/Å.

Values from the calculation:
**Molecular weight**: 138.21 g mol⁻¹
**Kohn-Sham gap**: 8.973 eV
**Calculated total energy**: -426.47753 hartree
**Strongest force on any atom**: 6.7 eV Å⁻¹
**SMILES**: Cc1ccc(O)cc1.CC
**Relative energy (zero: lowest compared OMol25 entry of this formula, charge and spin)**: 59.8 kcal per mole

natural (NBO) atomic charge list, values in e, 6 entries: number 1, C, carries -0.64; number 2, C, carries -0.08; number 3, C, carries -0.19; number 4, C, carries -0.29; number 5, C, carries 0.30; number 6, O, carries -0.69

=====

Computed, not measured: a cluster of 2 separate species, C9H14O in total in a non-equilibrium geometry, with wB97M-V/def2-TZVPD.

Geometry as XYZ:
```
24
Properties=species:S:1:pos:R:3:forces:R:3
C -0.7026 -2.7819 0.6386 1.10 -0.15 0.79
C -0.0386 -1.6699 -0.1191 -0.24 0.34 0.02
C -0.8203 -0.5274 -0.3069 1.49 -0.46 -0.76
C -0.2572 0.5023 -1.0568 -0.76 0.31 -0.17
C 1.0432 0.4151 -1.4795 1.09 -1.06 -1.57
O 1.4423 1.4231 -2.3235 0.26 0.37 0.30
C 1.8789 -0.7349 -1.3078 -1.57 1.21 1.56
C 1.2995 -1.7660 -0.5879 -1.51 0.85 1.00
H -1.2316 -3.4417 -0.0483 -0.48 0.07 0.45
H -1.2173 -2.3704 1.5021 -1.18 0.10 -0.49
H -0.0112 -3.3770 1.2279 0.68 -0.48 -0.52
H -1.8066 -0.4948 0.1191 -0.29 0.16 -0.10
H -0.8130 1.3616 -1.4526 0.12 -0.24 0.62
H 2.4006 1.4134 -2.4037 0.02 -0.03 -0.09
H 2.9412 -0.6295 -1.4217 0.32 -0.29 -0.53
H 1.7973 -2.5584 -0.0776 0.93 -0.68 -0.54
C -0.9913 1.6288 2.6546 -1.64 -1.53 -1.82
C -2.1297 2.6261 2.5154 -0.59 0.74 -1.41
H -1.4706 0.6240 2.5534 0.53 0.40 0.95
H -0.5017 1.7797 3.5869 0.85 -0.32 0.39
H -0.3898 1.5686 1.7345 0.51 0.64 0.71
H -1.9712 3.2936 1.6699 0.22 -0.11 -0.50
H -3.1233 2.1576 2.2539 0.89 0.60 1.03
H -2.1031 3.3843 3.2917 -0.75 -0.43 0.66
```
Positions in Å, forces in eV/Å.

Values from the calculation:
**Molecular weight**: 138.21 g mol⁻¹
**Kohn-Sham gap**: 9.205 eV
**Calculated total energy**: -426.52459 hartree
**Strongest force on any atom**: 2.9 eV Å⁻¹
**SMILES**: Cc1ccc(O)cc1.CC
**Relative energy (zero: lowest compared OMol25 entry of this formula, charge and spin)**: 30.2 kcal per mole

natural (NBO) atomic charge list, values in e, 6 entries: number 1, C, carries -0.64; number 2, C, carries -0.04; number 3, C, carries -0.19; number 4, C, carries -0.26; number 5, C, carries 0.29; number 6, O, carries -0.68